Entry one
DFT (ωB97M-V/def2-TZVPD) results for a molecular structure, C4H12N2O.

Molecular weight ... 104.15 g mol⁻¹
Net charge ... 0
HOMO level (spin up / spin down) ... -8.2 / -8.0 eV

Geometry as XYZ:
```
19
Properties=species:S:1:pos:R:3:lowdin_charge:R:1
C -1.092 -0.120 0.851 -0.101
C -1.837 1.139 0.510 -0.142
N 1.539 0.878 0.873 -0.028
N 2.015 0.959 -0.355 -0.083
H 1.012 1.726 1.079 0.045
H 2.765 0.320 -0.588 0.112
H 1.915 1.788 -0.934 0.120
H -0.502 -0.098 1.758 0.068
H -1.697 -1.020 0.794 0.083
H -1.200 2.028 0.559 0.058
H -2.242 1.081 -0.502 0.071
H -2.679 1.308 1.191 0.076
C 0.579 -1.966 -0.531 -0.068
C -0.250 -0.732 -0.850 -0.515
O -1.078 -0.740 -1.762 -0.016
H 0.424 0.268 -0.704 0.109
H 1.033 -2.351 -1.448 0.078
H 1.363 -1.721 0.186 0.056
H -0.066 -2.747 -0.126 0.077
```



Entry two
DFT (ωB97M-V/def2-TZVPD) results for C4H12N2O in the gas phase.

Molecular weight ... 104.15 g mol⁻¹
Net charge ... 0
HOMO level ... -8.8 eV

Geometry as XYZ:
```
19
Properties=species:S:1:pos:R:3:lowdin_charge:R:1
C 0.439 -1.019 -2.047 -0.125
N 1.055 -0.389 -0.892 -0.090
C 0.280 -0.422 0.357 -0.368
C -1.173 0.056 0.284 -0.241
N -1.261 1.439 -0.205 0.025
C 1.102 0.374 1.369 -0.224
O 0.468 0.489 2.654 -0.072
H 0.596 -2.084 -1.968 0.074
H -0.614 -0.775 -2.156 0.061
H 0.937 -0.649 -2.942 0.081
H 1.224 0.587 -1.090 0.093
H 0.266 -1.480 0.658 0.145
H -1.707 -0.626 -0.356 0.095
H -1.597 -0.024 1.282 0.103
H -1.351 2.075 0.574 0.069
H -2.070 1.547 -0.802 0.064
H 2.078 -0.105 1.435 0.117
H 1.210 1.398 1.008 0.117
H 0.119 -0.390 2.837 0.078
```



Entry three
DFT (ωB97M-V/def2-TZVPD) results for C4H12N2O in the gas phase.

Molecular weight ... 104.15 g mol⁻¹
Net charge ... 0
HOMO level ... -8.8 eV

Geometry as XYZ:
```
19
Properties=species:S:1:pos:R:3:lowdin_charge:R:1
C -0.892 1.265 0.128 -0.037
C 0.091 0.105 0.078 -0.545
C 1.547 0.539 0.022 -0.038
C -0.187 -0.969 1.101 -0.094
O 0.252 -0.192 2.493 -0.176
N -0.236 -1.011 -0.952 -0.119
N -0.817 -0.521 -2.161 -0.013
H -0.760 1.934 -0.728 0.079
H -0.724 1.817 1.057 0.084
H -1.929 0.918 0.130 0.085
H 1.731 1.189 -0.838 0.082
H 2.227 -0.317 -0.045 0.081
H 1.772 1.026 0.979 0.085
H 0.534 -1.785 1.166 0.118
H -1.238 -1.213 1.256 0.116
H -0.517 0.254 2.876 0.039
H 0.551 -1.646 -1.109 0.111
H -1.290 -1.270 -2.670 0.073
H -0.113 -0.124 -2.783 0.070
```



Most stable structure among those shown: entry two.